DFT (ωB97M-V/def2-TZVPD) results for an isolated molecule of C18H17ClN4O3S in a non-equilibrium geometry.

The LUMO energy comes out at -0.62 eV. The SMILES is CSCC[C@H](NC(=O)c1ccc(Cl)c([N+](=O)[O-])c1)c1nc2ccccc2[nH]1. Its maximum force is 0.0205 Eh/bohr. The value obtained for the frontier orbital gap is 7.970 eV.

Cartesian coordinates (Å):
C  -0.349  4.288  1.312
S  1.377  3.793  1.576
C  1.302  2.103  0.897
C  1.364  2.110  -0.622
C  0.967  0.746  -1.223
N  -0.383  0.377  -0.850
C  -1.468  1.083  -1.210
O  -1.416  2.106  -1.869
C  -2.777  0.538  -0.722
C  -3.849  1.426  -0.622
C  -5.087  1.001  -0.189
C  -5.302  -0.338  0.129
Cl  -6.849  -0.816  0.697
C  -4.238  -1.236  0.005
N  -4.371  -2.649  0.289
O  -5.460  -3.159  0.178
O  -3.358  -3.234  0.606
C  -2.985  -0.795  -0.408
C  1.856  -0.350  -0.740
N  1.431  -1.341  -0.010
C  2.534  -2.118  0.248
C  2.657  -3.296  0.975
C  3.913  -3.859  1.064
C  5.025  -3.278  0.451
C  4.924  -2.109  -0.276
C  3.666  -1.538  -0.369
N  3.195  -0.407  -0.994
H  -0.614  4.175  0.265
H  -0.423  5.330  1.602
H  -0.997  3.680  1.939
H  2.146  1.567  1.329
H  0.376  1.651  1.254
H  2.368  2.382  -0.951
H  0.668  2.849  -1.022
H  1.025  0.835  -2.318
H  -0.425  -0.447  -0.264
H  -3.684  2.458  -0.893
H  -5.905  1.697  -0.096
H  -2.202  -1.535  -0.497
H  1.797  -3.743  1.445
H  4.045  -4.775  1.620
H  5.988  -3.757  0.549
H  5.784  -1.660  -0.749
H  3.735  0.247  -1.536